Record 1
Molecular formula: C19H38CuF3N2O9S2
Method: DFT, ωB97M-V with the def2-TZVPD basis set

Geometry as XYZ:
```
74
Properties=species:S:1:pos:R:3
Cu -1.63337 0.42572 0.28631
C -1.47724 -2.52940 4.07153
F -2.05415 -3.50179 4.83930
F -1.48312 -1.34149 4.66744
F -0.20050 -2.88527 3.89516
S -2.17453 -2.19668 2.34342
O -3.64938 -2.11008 2.34531
O -1.58359 -0.94282 1.87946
O -1.72900 -3.31407 1.51817
S -3.47544 2.40818 0.13094
O -4.36031 2.57174 -0.95031
O -3.88838 3.42931 1.05327
O -3.54964 1.07457 0.76123
O -2.08627 2.45101 -0.26255
C 2.69436 2.28880 3.21947
C 2.62187 1.90986 1.70764
C 4.06283 1.85625 1.11040
C 4.84134 0.59652 1.59438
C 4.00283 -0.66856 1.51602
C 2.53693 -0.65924 1.94486
N 1.96131 0.60468 1.55303
O 0.59264 0.62595 1.85567
C 1.88440 -1.87112 1.16230
C 2.46016 -0.98044 3.48070
C 1.81137 2.87556 0.85339
H 1.69249 2.38736 3.63737
H 3.20659 3.23742 3.38026
H 3.18569 1.58150 3.88761
H 4.20994 1.91729 0.03210
H 4.73079 2.62902 1.49085
H 5.17199 0.67996 2.62967
H 5.78247 0.42463 1.07205
H 4.57984 -1.25806 2.22851
H 4.08431 -1.01311 0.48513
H 2.37599 -2.84089 1.23970
H 0.92452 -2.08739 1.63131
H 1.62071 -1.68298 0.12155
H 2.63093 -2.04800 3.61947
H 3.25486 -0.52178 4.06908
H 1.50198 -0.79032 3.96426
H 2.33025 3.82683 0.73522
H 0.75160 3.01546 1.06650
H 1.81848 2.46635 -0.15686
H 0.68778 0.74746 2.80319
C 0.31023 -0.50131 -3.68185
C -0.57690 0.37604 -2.65272
C -1.39696 1.38568 -3.54308
C -2.68358 0.77220 -4.15496
C -3.53217 0.03597 -3.11795
C -2.73474 -1.14996 -2.46999
N -1.57121 -0.41465 -1.85781
O -0.88342 -1.27396 -1.06310
C -3.69157 -1.72847 -1.40717
C -2.36018 -2.31861 -3.42104
C 0.39117 1.25267 -1.81504
H -0.17097 -0.81566 -4.60798
H 0.75095 -1.39560 -3.24126
H 1.27137 -0.03886 -3.90646
H -1.75877 2.12636 -2.82993
H -0.79919 1.86877 -4.31600
H -2.38945 0.09899 -4.96017
H -3.21992 1.56052 -4.68318
H -4.51713 -0.22456 -3.50534
H -3.80968 0.69579 -2.29594
H -3.34300 -2.72367 -1.13118
H -3.74028 -1.09870 -0.51885
H -4.67246 -1.84510 -1.86799
H -1.72454 -3.08298 -2.97404
H -3.34783 -2.75292 -3.57603
H -1.80929 -2.06551 -4.32688
H 1.16145 0.55689 -1.48237
H -0.13395 1.76110 -1.00643
H 0.95233 2.03084 -2.33238
H -0.63653 -1.87917 -1.76621
```

Results
Multiplicity: 3

=====

Record 2
Molecular formula: C19H38F11GeMnN4O2SSbSi3
Method: DFT, ωB97M-V with the def2-TZVPD basis set

Geometry as XYZ:
```
81
Properties=species:S:1:pos:R:3
Mn 0.11282 0.33091 0.20030
C 1.88281 2.76608 2.62746
C 0.94522 1.71492 2.13813
N 1.38740 0.50190 1.75232
O 2.74087 0.26709 1.74080
C -0.45608 1.86959 2.10471
C -1.14620 3.10812 2.57474
N -1.11193 0.78050 1.63276
O -2.47931 0.86546 1.55482
H 2.84048 2.68493 2.11821
H 2.05814 2.63775 3.69870
H 1.47393 3.75813 2.45291
H 3.18255 0.85029 1.03127
H -1.01647 3.23838 3.65119
H -2.20559 3.04180 2.34531
H -0.73900 3.98544 2.07046
S 0.40138 2.64133 -0.79126
C 1.29662 2.22770 -2.19575
N 2.65102 2.17662 -2.11617
C 3.39903 1.97577 -3.20688
C 2.79899 1.78169 -4.42338
C 1.40761 1.73840 -4.42055
N 0.67833 1.99727 -3.34776
H 3.10899 1.99873 -1.17864
H 4.46710 1.95025 -3.05980
H 3.37360 1.58856 -5.31467
H 0.84934 1.48173 -5.31439
F 1.39652 -0.13262 -0.95928
Sb 3.82775 -1.25721 -0.79361
F 3.80113 1.21976 0.10481
F 2.03204 -2.76432 0.89205
F 5.16410 -2.53196 -1.48439
F 2.56674 -2.25029 -1.91515
F 4.17851 -0.23320 -2.41534
C -5.12251 0.19881 1.58652
Si -3.52002 0.00170 2.53297
C -2.96971 -1.79723 2.68924
C -3.57412 0.77065 4.25486
Ge 0.39746 -1.95413 1.09243
Si -0.26468 -4.14553 -0.46035
C 1.33722 -4.85895 -1.09768
C -0.90132 -4.98746 1.10913
C -1.61764 -3.90637 -1.73663
Si 0.87385 -2.19361 3.57037
C 0.22455 -3.85300 4.23292
C 0.05255 -0.81538 4.59493
C 2.74598 -2.23228 3.77520
H -5.95714 -0.21904 2.15347
H -5.06790 -0.31531 0.62638
H -5.33502 1.25018 1.38961
H -3.46755 -2.30050 3.51952
H -1.89004 -1.85697 2.85284
H -3.20197 -2.34446 1.77345
H -4.23013 0.19843 4.91423
H -3.95627 1.79289 4.21911
H -2.58728 0.79670 4.72268
H 1.99286 -5.12347 -0.26886
H 1.87011 -4.12800 -1.70720
H 1.14365 -5.74563 -1.70683
H -0.10231 -5.05616 1.84752
H -1.23910 -5.99954 0.87321
H -1.73433 -4.44148 1.55512
H -1.23451 -3.37892 -2.60878
H -2.46323 -3.34464 -1.34334
H -1.97939 -4.88764 -2.05658
H -0.82821 -4.03309 4.01187
H 0.34206 -3.85026 5.31913
H 0.81032 -4.68542 3.84039
H -0.79988 -1.20738 5.15278
H -0.29262 0.00923 3.97372
H 0.77129 -0.41890 5.31530
H 3.16238 -3.07385 3.22105
H 3.01629 -2.33743 4.82811
H 3.20580 -1.32919 3.38144
F -0.84482 -1.14653 -1.99414
C -1.37604 -0.35040 -1.01651
F -2.11322 -1.27238 -0.24585
C -2.45235 0.51102 -1.72046
F -2.72302 1.63079 -1.04269
F -3.61236 -0.16568 -1.83778
F -2.06707 0.85049 -2.94554
```

Results
Multiplicity: 6

=====

Record 3
Molecular formula: C19H38InN2O5
Method: DFT, ωB97M-V with the def2-TZVPD basis set

Geometry as XYZ:
```
65
Properties=species:S:1:pos:R:3
In 6.61234 3.26721 -19.05921
C 6.30212 7.91870 -15.70252
O 6.21681 8.60215 -14.66872
O 7.31516 7.27241 -15.83414
O 5.36253 7.50513 -16.34777
C 2.51610 11.21435 -6.26526
C 2.97479 12.46061 -7.14391
C 2.42791 13.74919 -6.54349
C 3.23708 14.49470 -5.46544
C 4.69593 14.57719 -5.96229
C 5.37314 13.20948 -6.31127
N 4.44755 12.55827 -7.34133
O 4.94912 11.46905 -8.09642
C 6.72173 13.44157 -7.01240
C 5.58473 12.33265 -5.03295
C 2.36898 12.41436 -8.57489
H 1.53799 10.82403 -6.54644
H 2.43663 11.56731 -5.23705
H 3.23380 10.41718 -6.45898
H 2.10659 14.44113 -7.32200
H 1.56928 13.48908 -5.92447
H 3.27661 13.82646 -4.60520
H 2.85306 15.47184 -5.17249
H 5.19370 14.93249 -5.06003
H 4.71873 15.32633 -6.75372
H 6.44779 14.03612 -7.88393
H 7.37018 14.06865 -6.40054
H 7.28088 12.53263 -7.23438
H 4.63767 11.81818 -4.87018
H 6.35360 11.56019 -5.04830
H 5.73513 12.87559 -4.09984
H 1.28380 12.34121 -8.64653
H 2.81146 11.56415 -9.09398
H 2.67438 13.30725 -9.12040
H 4.70436 11.70328 -8.99466
C 7.60385 7.95198 -25.55098
C 7.23930 7.43722 -24.09442
C 6.85346 8.63268 -23.29675
C 5.49792 9.28784 -23.51277
C 4.42398 8.28068 -23.33674
C 4.70132 7.05892 -24.35274
N 6.07432 6.62547 -23.97487
O 6.31611 5.27810 -24.37084
C 3.62563 6.13850 -23.80821
C 4.41197 7.59480 -25.81558
C 8.53058 6.91579 -23.32826
H 8.24308 8.83486 -25.55052
H 8.11762 7.15096 -26.08248
H 6.83269 8.02951 -26.31740
H 6.82257 8.24012 -22.28036
H 7.53862 9.48023 -23.31434
H 5.37730 10.15038 -22.85735
H 5.45852 9.77582 -24.48664
H 3.40636 8.64064 -23.48828
H 4.33794 7.92817 -22.30891
H 3.67306 5.15906 -24.28417
H 2.68127 6.65513 -23.97963
H 3.67826 6.07487 -22.72135
H 4.75695 6.87299 -26.55589
H 4.88462 8.54090 -26.07941
H 3.36189 7.73034 -26.07453
H 8.37173 6.76002 -22.26121
H 8.82131 5.97723 -23.80016
H 9.24188 7.67344 -23.65707
H 6.15297 5.36004 -25.31332
```

Results
Net charge: +1

=====

Record 4
Molecular formula: C19H38N5O5
Method: DFT, ωB97M-V with the def2-TZVPD basis set

Geometry as XYZ:
```
67
Properties=species:S:1:pos:R:3
C 0.15519 2.42840 2.35017
C 1.15286 2.66343 1.07217
O 2.48209 2.77114 1.34616
O 0.77239 2.81175 -0.33800
C -0.15076 1.76768 -0.79578
C 0.16087 0.25494 -0.25894
N -0.09791 -0.77603 -1.37798
C 0.16193 -2.09857 -0.99999
N 0.61870 -2.53380 0.40354
C 0.82260 -4.03290 0.39713
N 0.44264 -4.35290 -1.05440
C 0.44947 -5.70803 -1.75168
N 1.80663 -5.78458 -2.47713
N 0.04133 -3.31118 -1.89466
H 0.70131 1.63143 3.05182
H 0.06733 3.40521 3.03183
H -0.88866 1.96288 2.09436
H -0.04652 1.72923 -1.98443
H -1.29545 2.03095 -0.59092
H -0.65740 0.00942 0.57293
H 1.25817 0.05732 0.09466
H -0.43109 -0.50340 -2.33053
H 1.15341 -4.78233 1.23515
H -0.39670 -5.84763 -2.54784
H 0.45344 -6.58928 -0.96871
H 2.36510 -4.97772 -2.11357
H 1.67102 -5.57647 -3.51180
H -0.24803 -3.34473 -2.89631
C -3.30051 5.36527 -0.17566
C -4.38792 4.87460 0.74496
C -3.71614 3.70745 1.43496
O -2.31584 4.01124 1.49811
C -2.05682 5.14386 0.65709
H -3.42494 6.40526 -0.48778
H -3.26473 4.73872 -1.07482
H -4.63166 5.65225 1.47840
H -5.30818 4.59212 0.22744
H -3.83205 2.78408 0.85762
H -4.10212 3.53859 2.44440
H -1.85629 6.00302 1.30645
H -1.17036 4.95413 0.04564
C 2.05851 4.68498 -3.88235
C 2.35468 4.25806 -5.29683
C 1.50810 3.01156 -5.43540
O 0.36502 3.18848 -4.58735
C 0.59576 4.32432 -3.74246
H 2.25683 5.74273 -3.69182
H 2.65844 4.09148 -3.18221
H 2.00570 5.02640 -5.99678
H 3.41529 4.07700 -5.48873
H 2.04761 2.12402 -5.08819
H 1.17991 2.84000 -6.46463
H -0.04852 5.13784 -4.09334
H 0.32010 4.08016 -2.71286
C 1.49316 -6.69794 5.14429
C 0.18176 -6.19517 5.69035
C 0.01929 -4.87866 4.96232
O 0.66361 -5.02483 3.68930
C 1.43602 -6.23328 3.70551
H 1.62284 -7.77907 5.23823
H 2.32437 -6.20591 5.66326
H -0.62529 -6.88098 5.40677
H 0.17110 -6.08556 6.77773
H 0.51830 -4.06406 5.49785
H -1.03019 -4.60792 4.81484
H 0.92345 -6.96569 3.07235
H 2.42772 -6.04276 3.28609
```

Results
Net charge: +1

=====

Record 5
Molecular formula: C19H38O
Method: DFT, ωB97M-V with the def2-TZVPD basis set

Geometry as XYZ:
```
58
Properties=species:S:1:pos:R:3
C 4.47088 1.42075 -1.68649
C 4.94756 0.39593 -0.69850
C 5.91328 0.66874 0.17126
C 6.62114 1.98917 0.26898
O 7.62123 2.01753 1.25959
C 4.25878 -0.93910 -0.72035
C 2.85276 -0.83516 -0.11643
C 2.02068 -2.11249 -0.27313
C 2.60084 -3.25430 0.56042
C 0.56170 -1.86696 0.13652
C -0.21249 -0.99173 -0.84772
C -1.71625 -0.94724 -0.56694
C -2.10129 -0.34302 0.78838
C -1.65875 1.11495 0.90386
C -3.60685 -0.49803 1.05680
C -4.52443 0.26420 0.10225
C -5.99052 0.08374 0.49205
C -6.97564 0.72375 -0.49232
C -6.86643 2.24680 -0.49524
C -8.40358 0.30841 -0.14129
H 4.05087 2.28572 -1.17294
H 3.71328 1.00608 -2.34572
H 5.30240 1.77696 -2.29368
H 6.24944 -0.08624 0.86930
H 5.88641 2.79413 0.44558
H 7.13641 2.21752 -0.67040
H 7.23085 1.74511 2.09726
H 4.17706 -1.28849 -1.75289
H 4.85064 -1.66356 -0.16092
H 2.33163 -0.01158 -0.60552
H 2.93937 -0.58848 0.94437
H 2.03739 -2.41134 -1.32795
H 1.99457 -4.15088 0.45048
H 3.61320 -3.49374 0.24694
H 2.62003 -2.98180 1.61375
H 0.05353 -2.83182 0.20826
H 0.55080 -1.41286 1.12885
H -0.06976 -1.39190 -1.85539
H 0.18258 0.02415 -0.84259
H -2.11258 -1.96463 -0.61904
H -2.18963 -0.36610 -1.36097
H -1.59226 -0.91386 1.57273
H -1.97447 1.68713 0.03481
H -0.57661 1.18373 0.98136
H -2.08783 1.57082 1.79358
H -3.80974 -0.15777 2.07596
H -3.85924 -1.56103 1.01436
H -4.26924 1.32299 0.12562
H -4.38351 -0.09841 -0.91737
H -6.15559 0.50528 1.48675
H -6.20492 -0.98672 0.55043
H -6.74604 0.35620 -1.49931
H -7.03480 2.63968 0.50546
H -5.88570 2.57018 -0.83336
H -7.61120 2.67722 -1.16132
H -9.11227 0.73831 -0.84569
H -8.50853 -0.77398 -0.16816
H -8.66212 0.65299 0.85794
```

Results
SMILES string: C/C(=C\CO)CC[C@@H](C)CCC[C@@H](C)CCCC(C)C

=====

Record 6
Molecular formula: C19H38O2
Method: DFT, ωB97M-V with the def2-TZVPD basis set

Geometry as XYZ:
```
59
Properties=species:S:1:pos:R:3
C 3.34530 -3.23546 -2.26515
C 2.52226 -4.09938 -1.31626
C 1.44233 -3.30890 -0.57637
C 0.25643 -2.93367 -1.46352
C -0.71814 -2.00762 -0.74024
C -1.97620 -1.72999 -1.56000
C -2.88965 -0.68817 -0.90986
C -2.41016 0.74712 -1.12788
C -3.33517 1.77551 -0.47009
C -3.08670 1.96666 1.02877
C -1.89334 2.88093 1.30273
C -1.65467 3.14167 2.79133
C -1.08644 1.96071 3.58313
C 0.28673 1.50156 3.07379
C 0.19828 0.23981 2.20051
C 1.43424 0.14165 1.34042
O 2.44836 -0.43608 1.63158
O 1.25500 0.81228 0.19741
C 2.34781 0.86467 -0.73494
C 1.74514 0.98083 -2.12722
C 3.25180 2.04367 -0.39309
H 4.12006 -3.83032 -2.74392
H 3.82463 -2.42677 -1.71741
H 2.72268 -2.80209 -3.04396
H 3.19508 -4.54522 -0.58040
H 2.05521 -4.91415 -1.87482
H 1.07384 -3.90729 0.26043
H 1.88839 -2.40618 -0.15405
H 0.61071 -2.43760 -2.36949
H -0.26409 -3.84446 -1.77091
H -0.21150 -1.06821 -0.52107
H -1.00389 -2.45924 0.21321
H -2.52745 -2.66567 -1.68137
H -1.69404 -1.38549 -2.55818
H -3.89244 -0.78163 -1.33487
H -2.96778 -0.90004 0.15865
H -2.38029 0.93648 -2.20390
H -1.39516 0.86837 -0.74871
H -4.36960 1.46036 -0.62736
H -3.21209 2.74148 -0.96570
H -3.97521 2.41393 1.48173
H -2.93709 0.99467 1.50048
H -2.08606 3.84266 0.81891
H -0.99148 2.46864 0.85037
H -0.95950 3.97986 2.88824
H -2.59827 3.44774 3.25055
H -1.78657 1.12492 3.56223
H -0.99593 2.27659 4.62454
H 0.73932 2.31023 2.49598
H 0.95239 1.29276 3.91240
H -0.67247 0.29687 1.55086
H 0.12870 -0.64793 2.82870
H 2.91448 -0.07031 -0.63719
H 2.53767 1.00045 -2.86958
H 1.09391 0.13447 -2.32802
H 1.16142 1.89489 -2.20382
H 4.07588 2.09398 -1.09886
H 3.65619 1.92292 0.60933
H 2.68713 2.97253 -0.43807
```

Results
SMILES string: CCCCCCCCCCCCCCCC(=O)OC(C)C

=====

Record 7
Molecular formula: C19H38O4
Method: DFT, ωB97M-V with the def2-TZVPD basis set

Geometry as XYZ:
```
61
Properties=species:S:1:pos:R:3
C 1.98201 -3.78135 -5.68624
C 1.48459 -2.67885 -4.83888
C 0.26136 -2.12024 -5.37739
C -0.32053 -0.95983 -4.30235
C -1.57079 -0.14699 -4.80217
C -2.19319 0.81661 -3.82164
C -2.77522 0.33178 -2.38211
C -3.21716 1.44278 -1.75289
C -2.39863 2.67298 -1.41110
C -1.25374 2.44395 -0.66358
C -1.40920 1.66971 0.80316
C -0.08146 1.64344 1.67830
C 0.36404 3.21477 2.05116
C 1.67121 2.73793 2.83153
C 1.34381 2.21643 4.18698
C 1.33697 0.61155 4.07637
O 2.22536 -0.08921 3.15868
O 0.41901 -0.04183 4.84444
C 0.40882 -1.30558 4.77797
C 1.12288 -2.21244 5.86156
O 0.76279 -3.48719 5.87162
C 2.52375 -1.96604 5.84808
O 3.42965 -2.34367 4.47590
H 2.30063 -3.38634 -6.65990
H 2.69667 -4.31224 -5.34920
H 1.36117 -4.42926 -5.86872
H 1.36965 -3.06574 -3.70259
H 2.25219 -1.94363 -4.45633
H 0.26256 -1.59746 -6.25991
H -0.65712 -3.02597 -5.35985
H 0.50253 -0.21860 -4.32065
H -0.63275 -1.44175 -3.30870
H -1.36795 -0.01142 -5.81915
H -2.31698 -1.16072 -4.88536
H -2.83206 1.22202 -4.47151
H -1.30554 1.42627 -3.65796
H -3.38588 -0.46499 -2.70638
H -1.88319 0.06383 -2.03405
H -4.09183 1.69249 -2.24732
H -3.76521 1.03813 -0.95554
H -3.15723 3.36935 -0.78151
H -2.30891 3.23762 -2.30783
H -0.76862 1.69420 -1.20068
H -0.82953 3.16505 -0.37377
H -2.18147 2.47486 1.30508
H -1.98220 0.71975 0.79355
H 0.64533 1.20044 0.97477
H -0.70835 0.92725 2.54288
H 0.54823 3.67838 1.24307
H -0.30737 3.33901 2.62996
H 2.18394 3.89931 3.04101
H 2.28267 2.23795 2.35458
H 2.33003 2.26128 4.80280
H 0.53620 2.55602 4.73808
H -0.79659 -1.70913 5.02511
H 0.73645 -1.64457 3.77692
H 0.84334 -1.82106 6.80135
H 1.39009 -3.82210 5.10345
H 3.03045 -2.24089 6.56671
H 2.94649 -0.89239 5.83775
H 2.94384 -1.68363 3.76248
```

Results
SMILES string: CCCCCCCCCCCCCCCC(=O)OC[C@@H](O)CO

=====

Number 1: electronic energy -116182.38952 eV. Number 2: electronic energy -189112.43697 eV. Number 3: electronic energy -38693.67133 eV. Number 4: electronic energy -37992.13316 eV. Number 5: electronic energy -22367.25448 eV. Number 6: electronic energy -24416.03278 eV. Number 7: electronic energy -28491.65222 eV.